Below is a molecular structure, C4H7NO2, with properties calculated with ωB97M-V with the def2-TZVPD basis set.

Atoms and positions in Å:
O (-0.98588, -1.54009, -0.25662)
O (-0.24137, 1.91317, 0.49083)
N (0.03597, -0.00009, -1.61853)
C (1.07221, -0.08550, -0.77751)
C (0.40705, 0.77242, 0.91139)
C (-0.96725, -0.83966, -1.28575)
C (-0.31655, -0.27131, 1.43838)
H (0.18724, -1.11758, 1.89067)
H (1.35968, -1.05092, -0.35440)
H (-1.84439, -0.81174, -1.94794)
H (-1.39000, -0.20393, 1.56214)
H (1.42803, 0.93886, 1.25376)
H (-0.64870, 1.71347, -0.36972)
H (1.88943, 0.61193, -0.95924)

Forces on the atoms, in the same order (eV/Å):
0.050 0.150 -0.296
-0.119 0.001 -0.146
0.012 -0.139 0.203
0.151 -0.087 -0.189
-0.033 -0.249 0.386
-0.098 -0.091 0.089
0.120 0.155 -0.020
-0.041 0.144 -0.055
-0.084 0.140 -0.046
0.097 -0.008 0.087
0.136 -0.011 -0.044
-0.130 -0.058 -0.080
0.106 0.106 0.055
-0.168 -0.051 0.056

Properties
- Lowest unoccupied orbital energy: -0.3 eV
- Spin multiplicity: 1
- Frontier orbital gap: 9.0 eV
- ΔE to the lowest compared entry with this formula, charge and spin: 360.3 kJ/mol